# 1
C5H10O3 as an isolated structure in a non-equilibrium geometry, computed with ωB97M-V/def2-TZVPD.

XYZ file:
```
18
Properties=species:S:1:pos:R:3:forces:R:3:lowdin_charge:R:1
C -1.333 -1.452 -0.169 0.39 0.80 0.99 0.014
C -1.103 -1.143 -1.548 0.52 0.92 -0.45 -0.116
O -0.710 -0.050 0.916 -0.06 -0.68 -0.50 -0.060
H -1.411 0.617 0.865 0.06 0.01 -0.10 0.116
H -2.343 -1.404 0.224 0.10 0.00 0.07 0.106
H -0.681 -2.157 0.327 -0.09 -0.02 -0.01 0.095
H -0.426 -1.832 -2.048 -0.07 -0.05 0.03 0.089
H -1.997 -0.911 -2.122 -0.02 -0.15 0.02 0.082
H -0.488 -0.082 -1.496 -0.45 -0.88 -0.13 0.097
C 0.922 1.838 1.220 -0.26 -0.18 0.20 -0.005
C 0.548 0.754 0.224 -0.17 0.18 -0.91 -0.612
C 1.656 -0.307 0.128 -0.15 -0.27 0.03 -0.167
O 0.166 1.158 -0.963 0.30 0.08 0.83 -0.124
O 1.618 -1.454 0.492 -0.10 0.23 -0.05 0.069
H 2.542 0.093 -0.407 -0.06 0.05 0.07 0.141
H 1.859 2.303 0.912 -0.04 -0.05 -0.05 0.093
H 0.146 2.605 1.221 0.03 -0.01 -0.03 0.090
H 1.034 1.424 2.224 0.04 0.04 -0.01 0.091
```
Positions in Å, forces in eV/Å.

Results
Total charge: 0
LUMO (eV): 0.5
HOMO level (eV): -8.51



# 2
C24H31F6N7O8ReS3Si2 as an isolated structure in a non-equilibrium geometry, computed with ωB97M-V/def2-TZVPD.

XYZ file:
```
82
Properties=species:S:1:pos:R:3:forces:R:3:lowdin_spin:R:1
Re 0.171 0.055 -0.086 -0.59 0.59 0.69 0.767
C 4.262 1.393 -1.028 0.02 0.16 0.05 0.001
Si 3.229 -0.108 -1.422 -0.04 -0.05 0.22 -0.002
C 4.237 -1.659 -1.576 0.01 -0.18 0.06 -0.001
C 2.418 0.220 -3.038 -0.11 -0.05 -0.11 0.001
N 2.068 -0.207 0.028 0.61 -0.07 0.08 -0.112
C 2.573 -0.661 1.222 0.50 0.11 -0.25 -0.024
C 3.946 -0.852 1.535 -0.30 0.04 -0.09 -0.020
C 4.298 -1.378 2.741 -0.14 -0.08 0.19 -0.020
C 3.299 -1.750 3.670 0.28 -0.01 -0.02 -0.044
C 1.977 -1.537 3.411 -0.20 0.14 -0.24 -0.004
C 1.590 -0.933 2.184 -0.03 -0.16 0.37 -0.049
N 0.327 -0.580 1.817 -0.17 0.05 -0.37 -0.055
Si -0.978 -0.615 3.097 0.23 0.15 0.05 0.003
C -0.245 0.357 4.553 0.05 0.01 0.05 0.000
C -1.302 -2.369 3.619 -0.04 -0.14 0.05 0.001
C -2.494 0.357 2.635 -0.05 -0.04 -0.18 0.000
H 4.894 1.619 -1.890 0.02 0.01 -0.03 0.000
H 4.904 1.311 -0.154 0.03 0.00 0.04 0.000
H 3.599 2.250 -0.879 0.00 0.03 -0.02 0.000
H 5.035 -1.487 -2.303 -0.01 0.04 -0.04 0.000
H 3.586 -2.444 -1.959 0.03 -0.03 -0.04 0.000
H 4.695 -2.023 -0.662 0.03 -0.06 0.01 0.000
H 3.068 -0.219 -3.800 0.04 0.02 -0.02 0.000
H 2.357 1.289 -3.216 0.04 0.00 -0.02 0.000
H 1.434 -0.222 -3.164 -0.06 0.00 -0.01 0.000
H 4.709 -0.581 0.829 0.07 0.04 -0.05 0.000
H 5.341 -1.524 2.985 0.02 -0.01 0.01 -0.001
H 3.587 -2.211 4.605 0.01 -0.01 0.01 -0.002
H 1.234 -1.837 4.132 -0.05 0.00 0.03 0.001
H 0.831 0.521 4.508 0.05 0.00 -0.02 0.000
H -0.439 -0.172 5.488 -0.03 -0.01 0.02 0.000
H -0.731 1.330 4.637 -0.02 0.02 0.03 0.000
H -1.079 -2.516 4.677 0.01 -0.02 0.01 0.000
H -0.707 -3.067 3.031 0.02 -0.03 0.00 0.000
H -2.347 -2.624 3.446 -0.02 -0.01 0.00 0.000
H -2.359 1.016 1.779 0.02 0.05 0.07 0.000
H -2.764 0.982 3.487 -0.07 -0.01 0.03 0.000
H -3.338 -0.295 2.411 -0.03 0.02 0.00 0.000
F -5.097 -0.036 -2.639 -0.37 -0.10 -0.05 0.000
C -3.795 0.195 -2.564 0.19 -0.02 0.51 0.001
F -3.154 -0.767 -3.197 0.22 -0.02 -0.12 0.000
F -3.545 1.371 -3.087 0.10 0.18 -0.19 0.000
S -3.395 0.183 -0.737 0.06 -0.12 0.27 0.005
O -1.957 0.469 -0.491 -0.13 -0.26 -0.45 0.026
O -4.249 1.179 -0.179 0.03 -0.01 -0.05 0.001
N -3.834 -1.280 -0.432 -0.07 0.16 -0.02 0.002
S -3.080 -2.395 0.367 0.17 0.30 0.18 0.001
O -1.766 -1.957 0.787 0.02 -0.31 0.04 0.009
O -3.924 -3.034 1.326 0.06 0.03 -0.09 0.002
C -2.760 -3.662 -0.920 -0.02 -0.11 -0.12 0.000
F -3.912 -4.135 -1.387 -0.01 -0.02 -0.01 0.000
F -2.066 -4.660 -0.378 -0.02 -0.03 0.05 0.000
F -2.061 -3.153 -1.926 0.02 0.08 -0.01 0.000
N 3.347 4.758 -6.490 -0.01 0.02 -0.06 0.000
C 2.465 4.152 -5.621 0.05 0.05 0.00 0.000
C 1.882 2.925 -5.943 -0.06 -0.06 0.03 0.000
C 0.983 2.329 -5.079 -0.01 0.16 -0.07 0.000
C 0.636 2.966 -3.896 0.23 -0.02 -0.03 -0.001
C 1.192 4.200 -3.570 -0.10 0.04 -0.03 0.000
C 2.103 4.784 -4.424 -0.01 -0.01 -0.01 0.000
S -0.475 2.171 -2.807 -0.02 -0.27 0.20 0.000
O -1.510 3.097 -2.461 -0.08 -0.02 -0.13 0.004
O -0.766 0.874 -3.348 -0.12 0.09 -0.12 0.000
N 0.365 1.831 -1.397 -0.26 0.16 0.35 0.013
C 0.226 2.733 -0.369 0.44 -0.17 -0.40 0.005
N 0.199 2.037 0.776 -0.21 0.16 0.40 -0.004
C 0.258 2.681 1.940 -0.10 0.07 -0.12 0.002
C 0.265 4.056 1.947 0.01 0.05 -0.03 0.000
C 0.218 4.694 0.707 -0.03 -0.02 0.08 0.003
N 0.218 4.056 -0.455 0.08 0.03 0.14 0.000
H 3.788 4.177 -7.183 -0.01 0.01 0.02 0.000
H 3.930 5.491 -6.126 0.01 -0.01 0.01 0.000
H 2.138 2.438 -6.875 0.02 -0.02 -0.02 0.000
H 0.546 1.371 -5.314 -0.02 -0.06 0.00 0.000
H 0.904 4.696 -2.652 0.00 -0.05 -0.02 0.000
H 2.533 5.747 -4.179 0.02 0.01 0.01 0.000
H 0.277 2.078 2.836 0.02 0.00 0.02 0.000
H 0.300 4.612 2.871 -0.01 0.03 0.00 0.000
H 0.194 5.776 0.649 0.01 0.03 0.02 0.000
O 0.178 -1.359 -1.204 -0.31 -0.20 -1.08 0.178
O 1.134 -2.131 -1.611 0.08 -0.30 0.28 0.315
```
Positions in Å, forces in eV/Å.

Results
Total charge: 0
LUMO (alpha / beta) (eV): -2.1 / -1.6
Multiplicity: 2
HOMO level (alpha / beta) (eV): -8.48 / -8.35



# 3
A 5-piece molecular cluster, C12H24NO15S2 overall in a non-equilibrium geometry, computed with ωB97M-V/def2-TZVPD.

XYZ file:
```
54
Properties=species:S:1:pos:R:3:forces:R:3:lowdin_charge:R:1
N 2.502 2.405 0.744 1.71 -1.78 -3.87 -0.615
O 3.637 2.192 1.112 1.86 -0.28 2.72 -0.036
O 1.630 1.526 0.925 -1.63 0.37 0.92 -0.086
O 2.409 3.250 -0.171 -2.16 1.37 0.18 -0.066
O -2.274 -0.995 2.838 -0.89 1.74 0.83 -0.263
S -1.323 -1.695 2.076 -1.21 -3.46 2.47 0.629
O -0.257 -2.336 2.838 -0.27 0.81 -1.70 -0.287
O -2.297 -2.965 1.465 2.01 1.36 0.03 -0.256
C -2.593 -4.001 2.413 1.58 -2.43 -5.80 -0.308
C -3.874 -4.598 1.878 -3.75 1.71 0.67 -0.073
C -0.836 -0.766 0.705 0.11 0.90 -1.25 -0.138
H -2.894 -3.770 3.269 -2.32 3.88 7.27 0.022
H -1.746 -4.588 2.766 0.48 -0.72 -1.49 0.129
H -4.811 -3.795 2.262 2.69 -2.08 -1.20 0.157
H -4.298 -5.545 2.237 0.90 0.03 0.18 0.062
H -3.975 -4.577 0.804 0.30 -0.12 -0.35 0.052
H -0.385 0.259 1.051 -0.85 -2.01 -0.54 0.114
H -1.726 -0.659 0.001 1.14 0.10 1.10 0.110
H -0.089 -1.409 0.235 0.15 0.42 -0.27 0.055
O -1.475 1.110 -2.563 -2.49 -2.06 4.94 -0.249
S -0.911 1.599 -3.705 5.21 2.55 -1.96 0.594
O -0.741 3.017 -3.882 -0.36 -0.60 -0.25 -0.279
O 0.696 0.968 -3.740 -3.10 1.13 -2.42 -0.287
C 1.393 0.816 -2.532 -0.53 -1.66 2.19 -0.341
C 2.881 0.731 -2.891 -0.35 -1.62 -1.93 -0.062
C -1.796 0.928 -5.044 5.69 -0.10 -2.55 -0.109
H 0.853 -0.079 -1.991 1.71 1.19 -0.80 0.142
H 1.308 1.629 -1.842 -0.57 0.87 0.27 0.070
H 3.395 -0.043 -2.289 -0.10 0.90 0.20 0.058
H 3.391 1.786 -2.855 -0.92 -2.32 -0.46 0.120
H 2.787 0.114 -3.935 0.97 2.11 1.89 0.120
H -1.709 1.760 -5.771 -0.11 -0.99 -0.17 0.081
H -2.746 0.823 -4.744 -3.35 -0.88 1.16 0.020
H -1.170 -0.014 -5.317 -1.67 1.50 0.09 0.123
C -0.809 4.525 0.958 -2.63 -1.66 -2.67 -0.011
C -0.977 3.309 -0.210 -1.68 5.13 3.06 -0.047
O -2.158 2.734 0.264 1.58 -3.69 -7.59 0.133
C -2.403 2.968 1.426 -3.80 0.03 6.01 -0.775
O -3.298 2.473 2.065 -0.18 -0.42 0.21 0.127
O -1.689 3.926 1.885 1.79 2.58 3.34 0.040
H -1.502 5.439 0.541 2.94 -1.40 1.10 0.177
H 0.186 4.476 1.429 -0.37 1.21 -0.72 0.126
H -0.110 2.831 -0.330 2.92 -2.98 0.04 0.039
H -1.251 3.804 -1.052 -0.46 1.16 -2.84 0.082
C 3.053 -1.326 0.945 2.62 3.35 -0.46 -0.100
C 2.945 -1.393 2.512 1.20 -1.09 -2.71 -0.081
O 3.111 -2.811 2.803 0.68 0.37 -1.84 0.071
C 3.365 -3.424 1.616 0.89 -7.33 -0.50 -0.488
O 3.560 -4.714 1.472 -0.94 6.34 1.38 0.001
O 3.386 -2.673 0.516 -0.37 1.58 1.47 0.052
H 3.938 -0.449 0.668 -2.34 -2.86 0.47 0.183
H 2.143 -0.940 0.438 0.56 -0.59 0.46 0.086
H 1.988 -1.125 2.679 -3.21 0.62 1.31 0.057
H 3.587 -0.709 3.022 0.89 -0.19 0.39 0.124
```
Positions in Å, forces in eV/Å.

Results
Total charge: -1
LUMO (eV): 1.9
HOMO level (eV): -5.99



Energy relative to the best compared isomer or geometry (same formula, charge and spin) in kJ/mol, matching the order above: 395.52, 126.83, 94.61